1.
Entry from the Open Molecules 2025 dataset: the molecule C4H6N2 (ωB97M-V/def2-TZVPD).

```
12
Properties=species:S:1:pos:R:3:forces:R:3:lowdin_charge:R:1
C 1.249023 0.979266 -0.729335 0.02 0.05 -0.02 -0.032
C 0.182417 0.154363 -0.078101 -0.03 -0.11 0.05 -0.320
C -1.136693 0.397550 0.249876 0.13 -0.03 -0.03 -0.048
C -1.609384 -0.828269 0.764384 -0.11 -0.04 0.09 -0.181
N -0.666992 -1.758386 0.783862 -0.18 0.23 -0.02 0.016
N 0.404220 -1.137242 0.271208 0.19 0.05 -0.09 -0.012
H 1.691633 1.709421 -0.044946 -0.09 -0.11 -0.04 0.079
H 2.054309 0.337721 -1.102212 -0.10 0.09 0.07 0.075
H 0.844947 1.525551 -1.586417 0.03 -0.07 0.15 0.080
H -1.679191 1.327276 0.157935 0.08 -0.14 -0.11 0.096
H -2.609072 -1.067024 1.102908 0.16 0.02 0.03 0.095
H 1.274785 -1.640228 0.210838 -0.11 0.06 -0.07 0.152
```
Positions in Å, forces in eV/Å.

Relative energy (zero: lowest compared OMol25 entry of this formula, charge and spin): 48.1 kJ/mol
E_tot: -7225.0926 eV
SMILES: Cc1ccn[nH]1

***

2.
Entry from the Open Molecules 2025 dataset: a structure of composition C21H30GeIrN6S2 at a distorted geometry (ωB97M-V/def2-TZVPD).

```
61
Properties=species:S:1:pos:R:3:forces:R:3:lowdin_spin:R:1
Ir -0.076817 0.228622 -0.690574 0.49 -0.25 -0.65 2.527
N 3.108186 -0.325897 2.418345 0.02 -0.04 0.11 0.015
C 2.023531 -0.009450 1.693569 -0.07 0.15 -0.44 0.032
S 2.285211 0.376561 0.008755 -0.31 -0.05 -0.02 0.247
N 0.873921 0.015844 2.299595 0.17 -0.34 1.03 0.013
N -0.200891 0.273382 1.559494 -0.48 0.23 -0.67 0.124
C -1.371484 0.375848 2.118118 0.80 -0.24 0.17 0.062
C -1.589228 0.156854 3.564437 -0.07 0.02 0.15 0.007
C -0.842868 0.857732 4.511330 -0.14 0.03 -0.05 0.005
C -1.045446 0.633845 5.862722 0.01 0.00 0.02 0.000
C -1.986438 -0.294811 6.283368 -0.01 -0.05 -0.01 0.004
C -2.718629 -1.009005 5.347060 -0.09 -0.05 0.01 0.000
C -2.525627 -0.785980 3.993714 0.20 0.06 -0.09 0.006
C -2.465296 0.716011 1.209073 -0.50 0.28 -0.38 0.021
C -3.776412 0.941089 1.631457 0.30 -0.07 0.15 0.010
C -4.733765 1.325520 0.714581 -0.06 0.02 -0.22 0.012
C -4.381658 1.463826 -0.621956 -0.08 0.02 0.21 0.010
C -3.069203 1.229569 -0.973760 0.08 0.04 -0.11 0.024
N -2.133802 0.887661 -0.086388 -0.17 0.04 0.20 0.132
H 3.982088 -0.510174 1.962005 0.03 0.08 0.00 0.003
H 2.989228 -0.583671 3.384604 -0.04 -0.04 -0.03 0.002
H -0.113540 1.583229 4.184157 0.05 0.02 -0.01 0.000
H -0.459665 1.177649 6.592011 -0.02 0.03 -0.02 0.000
H -2.146089 -0.470914 7.338788 0.02 0.01 0.00 0.000
H -3.443982 -1.745415 5.667298 0.02 0.00 0.02 0.000
H -3.072129 -1.373183 3.266185 -0.07 0.02 -0.01 0.000
H -4.024004 0.834515 2.675796 0.00 0.01 0.04 0.001
H -5.748132 1.520058 1.035866 0.01 -0.01 0.02 0.000
H -5.100436 1.770722 -1.367338 0.01 -0.04 -0.03 0.001
H -2.739171 1.326363 -2.000946 0.01 0.02 0.01 0.001
S -0.157695 2.165689 -2.311275 -0.34 -0.33 0.40 0.197
C 1.364308 2.422070 -3.063824 0.21 -0.04 -0.04 0.039
N 2.497766 2.451774 -2.380720 0.02 0.06 -0.18 0.009
C 3.790336 2.792726 -2.973517 0.05 0.04 -0.12 0.001
C 3.560015 3.679395 -4.187838 -0.13 -0.06 0.08 0.000
C 2.581257 2.991377 -5.125689 0.17 0.01 0.00 0.003
N 1.377314 2.643866 -4.376229 0.05 0.07 0.01 0.023
H 2.452100 2.224178 -1.397215 -0.07 0.09 0.07 0.001
H 4.325669 1.882012 -3.252601 0.00 0.00 0.03 0.001
H 4.376892 3.318191 -2.222432 -0.01 -0.05 0.04 0.000
H 4.498058 3.882359 -4.699496 0.02 -0.03 0.01 0.000
H 3.135697 4.629593 -3.857517 0.04 0.04 -0.04 0.000
H 3.027187 2.085923 -5.545606 -0.02 0.02 -0.02 0.001
H 2.302293 3.644413 -5.950259 -0.05 -0.01 0.02 0.000
H 0.488539 2.606466 -4.846457 -0.03 -0.01 0.03 0.002
C 2.029350 -3.611087 -1.942340 -0.24 -0.01 0.12 0.005
Ge 0.306880 -3.203325 -1.082934 0.00 -0.14 0.14 0.048
C 0.476193 -3.128755 0.880601 0.01 -0.04 -0.25 0.008
C -1.044919 -4.595586 -1.437470 0.23 0.20 -0.09 0.016
C -0.326272 -1.495329 -1.879868 -0.07 0.14 0.39 0.304
H 2.446543 -4.541758 -1.557613 -0.01 0.01 0.02 0.001
H 2.750131 -2.811683 -1.769261 -0.03 0.03 0.02 0.000
H 1.880517 -3.724796 -3.016653 0.02 0.01 0.00 0.000
H 0.575803 -4.149869 1.252834 0.00 0.00 -0.02 0.000
H -0.412262 -2.693947 1.341473 0.00 0.03 -0.01 0.001
H 1.350807 -2.568538 1.203051 0.02 0.06 0.00 0.000
H -0.666437 -5.561219 -1.100745 -0.01 0.00 0.01 0.002
H -1.278853 -4.669301 -2.499280 0.00 0.00 0.00 0.000
H -1.963137 -4.377344 -0.891713 0.00 0.02 0.00 0.000
H -1.408605 -1.542048 -2.049723 0.00 -0.01 -0.03 0.039
H 0.167065 -1.331867 -2.841032 0.04 0.03 0.01 0.036
```
Positions in Å, forces in eV/Å.

Relative energy (zero: lowest compared OMol25 entry of this formula, charge and spin): 0.0 kJ/mol
⟨S²⟩: 6.01
Multiplicity: 5
E_tot: -112223.3632 eV
Total charge: +1

***

3.
Entry from the Open Molecules 2025 dataset: a cluster of 4 separate species, CH10O3S2 in total at a distorted geometry (ωB97M-V/def2-TZVPD).

```
16
Properties=species:S:1:pos:R:3:forces:R:3:lowdin_charge:R:1
C 2.519641 -0.667396 1.015085 -0.84 -1.04 0.62 -0.537
S 3.200177 0.747498 0.131423 0.18 0.00 0.24 0.355
S 1.404019 1.487424 -0.614537 0.65 -0.03 -0.04 0.315
H 1.738130 -0.249318 1.647226 -0.46 -0.24 -0.33 0.004
H 2.164897 -1.454041 0.341673 -0.40 0.53 -0.14 0.033
H 3.060534 -1.276003 1.751598 1.14 0.85 -0.31 0.040
H 1.699748 1.191992 -1.888872 -0.27 -0.06 -0.02 -0.199
O -5.093145 -1.142120 -3.843817 -0.61 -0.27 0.53 -0.068
H -4.990391 -2.093122 -3.945397 0.27 -0.06 -0.24 0.028
H -5.775468 -1.113752 -3.150894 0.34 0.33 -0.30 0.040
O -2.098561 -0.363679 0.002489 -0.04 -0.47 -0.48 -0.059
H -1.917922 -0.565755 0.920480 -0.07 0.24 0.24 0.013
H -2.158430 0.585006 -0.102214 0.06 0.20 0.26 0.025
O -2.634578 -1.466024 3.658416 0.52 0.23 0.56 -0.058
H -2.964828 -1.334406 4.553143 -0.68 -0.09 -0.05 0.035
H -1.704413 -1.293888 3.849518 0.21 -0.12 -0.54 0.032
```
Positions in Å, forces in eV/Å.

Relative energy (zero: lowest compared OMol25 entry of this formula, charge and spin): 92.7 kJ/mol
E_tot: -29011.5422 eV
SMILES: CSS.O.O.O

***

4.
Entry from the Open Molecules 2025 dataset: a cluster of 6 separate species, C26H42NO11 in total at a distorted geometry (ωB97M-V/def2-TZVPD).

```
80
Properties=species:S:1:pos:R:3:forces:R:3:lowdin_charge:R:1
C 7.100013 -2.377477 -2.957491 -0.87 0.12 -0.33 -0.087
C 6.378128 -1.043370 -3.658897 1.13 -0.77 0.92 -0.202
O 5.028258 -0.969565 -3.061021 -0.70 -0.10 -3.30 -0.221
C 3.968643 -1.093458 -4.074207 -3.00 -0.53 1.57 -0.259
C 3.651002 -2.635204 -4.533656 1.37 -0.48 0.96 -0.044
C 2.577791 -3.182424 -3.402830 -0.55 2.13 0.62 0.101
N 2.060746 -2.149417 -2.659152 2.53 -2.29 -2.45 0.092
C 2.605173 -0.820128 -3.144939 0.61 1.95 -1.19 -0.069
H 6.316489 -2.892818 -2.221110 1.70 1.31 -1.57 0.092
H 7.305302 -3.148156 -3.814379 0.08 1.41 1.81 0.078
H 8.040211 -2.070082 -2.332591 -1.73 -0.79 -1.47 0.088
H 6.948748 -0.074003 -3.324491 -1.15 -1.85 -0.91 0.132
H 6.330504 -1.140782 -4.832283 0.10 0.30 2.40 0.138
H 3.938965 -0.335271 -4.966506 0.60 -1.40 1.79 0.177
H 4.671099 -3.202048 -4.383388 -2.09 0.67 -0.14 0.129
H 3.390629 -2.823758 -5.673042 -0.05 0.49 2.58 0.155
H 2.301096 -4.330310 -3.261551 0.44 2.82 -0.10 0.180
H 1.351988 -2.155538 -1.866052 0.96 -0.30 -1.15 0.176
H 3.016867 -0.063819 -2.335794 -1.51 -1.93 -1.21 0.141
H 1.725173 -0.372332 -3.789336 1.86 -0.57 1.41 0.164
O 4.432037 5.828673 -1.942191 0.11 -2.35 -0.22 0.115
C 4.330693 4.620067 -1.811115 -0.10 2.68 -0.19 -0.454
O 4.707173 3.709031 -2.755819 0.03 0.42 0.07 0.034
C 4.346407 2.400903 -2.314881 0.23 -0.43 -0.26 -0.188
C 4.222340 2.506051 -0.817393 0.03 -0.66 0.68 -0.166
C 3.739147 3.921238 -0.624573 0.13 -0.27 0.45 -0.079
H 3.401470 2.119809 -2.791584 -0.04 0.07 -0.03 0.116
H 5.119344 1.685721 -2.611026 -0.09 0.22 -0.15 0.110
H 3.556232 1.753733 -0.386733 0.09 0.03 -0.06 0.116
H 5.209616 2.388840 -0.354186 -0.17 -0.05 -0.10 0.128
H 2.648983 3.989633 -0.676328 0.09 0.16 0.08 0.140
H 4.110421 4.348094 0.309964 -0.32 0.20 -0.24 0.137
O -0.329417 -0.949469 -0.307111 -0.64 -1.02 -0.93 0.070
C -1.218917 -1.780942 -0.232128 0.53 0.98 0.28 -0.460
O -2.021651 -2.145642 -1.274625 1.18 0.69 0.16 0.021
C -3.015979 -3.054455 -0.804359 -0.90 -0.60 -0.06 -0.176
C -2.448358 -3.646086 0.459246 -0.28 -0.71 0.49 -0.157
C -1.621632 -2.512860 1.012174 0.08 -0.48 0.02 -0.086
H -3.941063 -2.497106 -0.623398 0.11 -0.07 -0.02 0.129
H -3.205446 -3.818901 -1.563532 0.06 0.32 -0.03 0.123
H -3.216482 -4.004732 1.149542 0.08 0.04 -0.28 0.117
H -1.794306 -4.491139 0.212032 -0.14 0.06 0.02 0.125
H -2.215757 -1.845697 1.642826 0.25 -0.02 0.04 0.131
H -0.747131 -2.881180 1.553470 -0.16 0.53 0.10 0.134
O -0.507603 -0.730678 3.213076 -1.39 1.18 0.46 0.088
C -1.185225 0.279750 3.302751 1.07 -1.53 -0.34 -0.456
O -2.460956 0.310526 3.788293 0.77 -0.65 -0.16 0.028
C -2.984546 1.630118 3.645779 -0.62 0.48 0.11 -0.161
C -1.779033 2.528074 3.549165 0.06 0.86 0.04 -0.173
C -0.766738 1.648885 2.859459 0.13 0.41 0.25 -0.075
H -3.602427 1.665089 2.742361 0.03 -0.03 0.06 0.130
H -3.607477 1.875088 4.510977 0.04 -0.29 -0.15 0.131
H -1.979947 3.462916 3.019208 0.01 -0.18 0.19 0.118
H -1.422063 2.779437 4.555347 -0.12 -0.01 -0.22 0.119
H -0.847337 1.712274 1.770744 0.15 -0.10 0.04 0.136
H 0.250590 1.875507 3.186718 -0.07 -0.24 -0.34 0.134
O -5.510802 -4.826828 0.245955 -1.36 -0.59 -1.05 0.098
C -6.309172 -5.059230 -0.646668 1.24 -0.04 1.42 -0.447
O -7.273305 -6.024040 -0.585211 0.80 0.64 0.44 0.039
C -7.950061 -6.090353 -1.839557 -0.59 -0.45 -0.38 -0.166
C -7.716086 -4.751551 -2.489006 -0.46 0.46 -0.70 -0.166
C -6.350077 -4.370333 -1.977050 -0.29 0.39 -0.25 -0.099
H -7.525865 -6.914834 -2.422183 -0.03 0.05 0.07 0.131
H -9.014086 -6.283478 -1.674711 0.28 -0.10 0.17 0.133
H -7.780931 -4.785012 -3.579798 -0.06 -0.05 0.17 0.123
H -8.458286 -4.029241 -2.127867 0.10 -0.14 -0.09 0.127
H -5.552444 -4.768446 -2.610375 0.05 0.10 0.10 0.133
H -6.251647 -3.288238 -1.863937 0.33 -0.23 0.03 0.129
O 0.304354 5.482692 3.189921 -1.22 -0.06 1.57 0.098
C -0.190202 5.735540 4.276043 0.82 -0.12 -1.95 -0.459
O -1.441497 5.348032 4.661125 0.64 0.02 -0.57 -0.006
C -1.731520 5.906917 5.941482 -0.62 0.12 0.56 -0.163
C -0.390132 6.206422 6.557837 0.26 0.13 0.89 -0.165
C 0.456218 6.547251 5.357448 0.25 -0.08 0.45 -0.083
H -2.334904 6.809731 5.799996 0.04 -0.09 -0.01 0.132
H -2.302723 5.188472 6.536616 -0.01 0.05 -0.31 0.130
H -0.428381 7.002204 7.306448 -0.07 -0.16 -0.09 0.124
H 0.005287 5.305131 7.041917 -0.09 0.15 -0.03 0.125
H 0.386924 7.607409 5.098459 0.13 -0.10 -0.10 0.140
H 1.497547 6.251172 5.503681 -0.11 0.25 -0.34 0.134
```
Positions in Å, forces in eV/Å.

E_tot: -51646.7894 eV
Total charge: +1